ORCA calculation (the ωB97M-V functional and the def2-TZVPD basis) on a molecular structure, C38H66InO68S16 at a distorted geometry.

Calculated values
Energy above the lowest of the compared OMol25 structures with the same formula, charge and spin in kcal/mol: 0.0
Kohn-Sham gap in eV: 3.9
Total charge: +1

Positions of all 189 atoms, in Å:
In 2.21366 -1.69778 -3.37181
C 0.86641 1.28895 0.52549
C 1.11235 0.22791 -0.42392
C 0.04368 -0.97400 -0.53573
O 0.15158 -1.77534 -1.46856
C -1.07520 -0.90687 0.44689
C -1.25427 0.21393 1.27189
C -0.21163 1.29567 1.35399
O -0.29404 2.35666 2.12943
O -2.33191 0.10336 2.02203
O 2.08497 0.14762 -1.13926
H 1.66997 2.01050 0.51734
H -1.66446 -1.81183 0.46230
C 0.36037 6.07244 3.15533
C 1.76511 6.65909 3.36803
O 2.20955 7.22132 2.13860
S 1.03509 7.37840 1.00959
O 1.21418 6.44349 -0.13211
O 0.78229 8.78816 0.68775
O -0.11536 6.75800 1.98986
H -0.26539 6.39532 3.98736
H 0.25474 4.99070 3.07297
H 2.47437 6.06147 3.94069
H 1.62314 7.52624 4.01299
C -2.14613 -4.32451 -5.51335
C -3.00684 -3.15448 -6.16620
O -3.24361 -2.38646 -5.08661
S -2.10546 -2.37983 -3.86786
O -2.67210 -2.71908 -2.57908
O -1.16844 -1.22562 -3.94156
O -1.33505 -3.72801 -4.46099
H -1.48578 -4.95488 -6.10888
H -2.86907 -5.02483 -5.09503
H -3.77365 -3.55866 -6.82705
H -2.49954 -2.50160 -6.87648
C -0.81628 3.98966 -2.19544
C 0.67096 4.25887 -2.51875
O 0.84212 3.59039 -3.73652
S -0.30108 2.46875 -4.25269
O 0.29968 1.14067 -4.19484
O -0.95817 2.91024 -5.46490
O -1.07793 2.73208 -2.80330
H -1.50197 4.77594 -2.51120
H -0.94260 3.90581 -1.11604
H 1.27775 3.68038 -1.82214
H 0.94495 5.31367 -2.49786
C 4.30115 2.50357 -7.26725
C 2.84595 2.85665 -7.18424
O 2.43710 2.30483 -5.99851
S 3.62624 2.26218 -4.84364
O 3.51322 1.08878 -3.96032
O 3.95422 3.52154 -4.17159
O 4.76713 2.02742 -6.02957
H 4.95466 3.28060 -7.66380
H 4.30437 1.60795 -7.88850
H 2.25764 2.44113 -8.00237
H 2.61783 3.92246 -7.17379
C -2.51054 1.99884 5.19034
C -2.59102 0.43151 5.43517
O -2.20523 0.25418 6.77555
S -2.10284 1.69827 7.59022
O -1.04710 1.67401 8.60981
O -3.38468 2.27007 8.01211
O -1.60608 2.34524 6.13830
H -3.39382 2.63649 5.22677
H -2.18569 2.16235 4.16280
H -1.76170 0.15581 4.78378
H -3.55310 -0.02369 5.20001
C 6.19641 -0.85961 1.81188
C 7.13450 -1.53493 0.82007
O 6.29770 -2.28275 -0.06756
S 4.73927 -2.20767 0.31504
O 4.59812 -3.47836 1.02077
O 3.92140 -2.11422 -0.91832
O 4.92318 -0.82388 1.28095
H 6.49196 0.18335 1.92577
H 6.19973 -1.39822 2.75950
H 7.71407 -2.30184 1.33390
H 7.71734 -0.79751 0.26814
C -9.80935 1.23456 2.62280
C -9.20124 2.09194 1.55933
O -8.21524 1.19472 1.01926
S -7.38969 0.52473 2.25819
O -6.31460 1.30937 2.65810
O -7.18959 -0.95202 2.06721
O -8.73998 0.64806 3.22267
H -10.46750 0.49866 2.16085
H -10.36136 1.91579 3.27035
H -8.70016 2.98000 1.94452
H -9.88061 2.38782 0.75995
C -3.21922 3.84206 1.16233
C -4.25714 3.85097 2.28752
O -5.50380 4.06505 1.67643
S -5.33379 4.92934 0.29701
O -5.62163 6.33658 0.53537
O -6.03414 4.18149 -0.75885
O -3.69210 4.64860 0.14159
H -3.10470 2.82269 0.79372
H -2.29333 4.17886 1.62857
H -4.02017 4.72341 2.89644
H -4.26929 2.87721 2.77715
C 1.17970 -7.98775 -5.53575
C 2.65026 -8.06027 -4.96160
O 2.81462 -6.71210 -4.51479
S 2.10265 -5.63797 -5.52673
O 2.90854 -5.64193 -6.77208
O 1.70858 -4.36856 -4.87203
O 0.85758 -6.67107 -5.74570
H 0.56507 -8.34958 -4.71149
H 0.96658 -8.42753 -6.51006
H 3.45163 -8.38942 -5.62309
H 2.62081 -8.62815 -4.03168
C -4.35577 -3.59298 1.52698
C -4.44678 -3.10360 2.92091
O -3.43072 -3.75439 3.64649
S -3.13671 -5.29182 3.07665
O -3.82006 -6.23970 4.04264
O -1.73660 -5.51001 2.65066
O -3.98294 -4.94059 1.65414
H -3.62433 -3.00187 0.97590
H -5.28997 -3.39417 1.00176
H -5.42653 -3.27286 3.36764
H -4.17403 -2.07343 3.14990
C 4.36953 2.81655 0.91114
C 3.58690 4.06509 1.36919
O 4.64647 4.95192 1.72417
S 6.17428 4.18011 1.86971
O 6.60117 4.56303 3.19102
O 7.07784 4.57878 0.75099
O 5.49620 2.68552 1.76431
H 4.57928 2.71340 -0.15350
H 3.81173 1.99861 1.36714
H 2.88424 3.92444 2.19052
H 2.99027 4.30224 0.48833
C 1.37743 0.98398 5.17617
C 1.34072 -0.27170 6.07969
O 2.59700 -0.86253 6.01586
S 3.46753 -0.48996 4.67602
O 3.03598 -1.38228 3.62650
O 4.93528 -0.39287 4.91983
O 2.69525 0.99703 4.64757
H 1.30371 1.98786 5.59436
H 0.54073 0.96371 4.47786
H 0.55382 -0.98771 5.84256
H 1.07575 0.12933 7.05799
C -4.84473 0.50999 -0.47339
C -3.73129 0.37026 -1.50066
O -4.35835 -0.10993 -2.65622
S -5.92010 -0.78749 -2.35929
O -5.83001 -2.14856 -1.78129
O -6.81392 -0.55695 -3.46037
O -6.14081 0.34752 -1.11899
H -4.74712 1.39412 0.15659
H -4.72301 -0.34457 0.19221
H -2.92117 -0.22981 -1.08623
H -3.22817 1.29782 -1.77378
C 0.93004 -3.51623 2.64075
C 0.14822 -2.78645 3.73127
O 0.81891 -3.04733 4.91702
S 1.88072 -4.28541 4.84125
O 1.21308 -5.58674 4.80014
O 2.93467 -4.11321 5.86616
O 2.16424 -3.83055 3.34922
H 1.17769 -3.00197 1.71215
H 0.69914 -4.54814 2.37631
H -0.93011 -2.94551 3.73053
H 0.21125 -1.73252 3.46038
C 7.21702 2.42618 -4.03138
C 6.79941 2.64957 -2.52065
O 6.05787 1.50518 -2.23013
S 6.57008 0.18621 -3.07136
O 5.53278 -0.79710 -3.44327
O 7.80719 -0.34152 -2.57512
O 6.86424 1.09037 -4.38114
H 8.28689 2.51701 -4.21913
H 6.82547 3.20132 -4.69013
H 6.17255 3.50277 -2.26142
H 7.70195 2.69444 -1.91114
C -1.65117 -5.80860 -2.10690
C -1.45940 -5.26850 -0.65859
O -0.06006 -5.28201 -0.40246
S 0.80291 -5.55310 -1.75886
O 1.50512 -6.83036 -1.64005
O 1.55408 -4.38143 -2.21358
O -0.44799 -5.74908 -2.76128
H -2.30991 -5.24578 -2.76825
H -1.80390 -6.88778 -2.11900
H -2.01127 -5.81288 0.10770
H -1.81946 -4.24443 -0.55996

Results of the Löwdin charge analysis, in e, for atoms 1 through 99: number 1, In, carries 1.202; number 2, C, carries 0.192; number 3, C, carries -0.255; number 4, C, carries -0.207; number 5, O, carries 0.026; number 6, C, carries 0.206; number 7, C, carries -0.252; number 8, C, carries -0.270; number 9, O, carries 0.048; number 10, O, carries 0.063; number 11, O, carries 0.075; number 12, H, carries 0.134; number 13, H, carries 0.134; number 14, C, carries -0.151; number 15, C, carries -0.160; number 16, O, carries -0.194; number 17, S, carries 0.743; number 18, O, carries -0.286; number 19, O, carries -0.223; number 20, O, carries -0.214; number 21, H, carries 0.133; number 22, H, carries 0.107; number 23, H, carries 0.139; number 24, H, carries 0.130; number 25, C, carries -0.108; number 26, C, carries -0.195; number 27, O, carries -0.179; number 28, S, carries 0.758; number 29, O, carries -0.245; number 30, O, carries -0.285; number 31, O, carries -0.231; number 32, H, carries 0.130; number 33, H, carries 0.122; number 34, H, carries 0.142; number 35, H, carries 0.130; number 36, C, carries -0.159; number 37, C, carries -0.165; number 38, O, carries -0.235; number 39, S, carries 0.753; number 40, O, carries -0.283; number 41, O, carries -0.205; number 42, O, carries -0.226; number 43, H, carries 0.139; number 44, H, carries 0.118; number 45, H, carries 0.115; number 46, H, carries 0.133; number 47, C, carries -0.173; number 48, C, carries -0.203; number 49, O, carries -0.200; number 50, S, carries 0.755; number 51, O, carries -0.327; number 52, O, carries -0.236; number 53, O, carries -0.195; number 54, H, carries 0.144; number 55, H, carries 0.137; number 56, H, carries 0.147; number 57, H, carries 0.139; number 58, C, carries -0.244; number 59, C, carries -0.151; number 60, O, carries -0.202; number 61, S, carries 0.776; number 62, O, carries -0.226; number 63, O, carries -0.226; number 64, O, carries -0.208; number 65, H, carries 0.123; number 66, H, carries 0.101; number 67, H, carries 0.098; number 68, H, carries 0.136; number 69, C, carries -0.222; number 70, C, carries -0.129; number 71, O, carries -0.197; number 72, S, carries 0.744; number 73, O, carries -0.221; number 74, O, carries -0.332; number 75, O, carries -0.201; number 76, H, carries 0.131; number 77, H, carries 0.128; number 78, H, carries 0.142; number 79, H, carries 0.126; number 80, C, carries -0.231; number 81, C, carries -0.154; number 82, O, carries -0.200; number 83, S, carries 0.706; number 84, O, carries -0.210; number 85, O, carries -0.266; number 86, O, carries -0.170; number 87, H, carries 0.144; number 88, H, carries 0.146; number 89, H, carries 0.134; number 90, H, carries 0.148; number 91, C, carries -0.230; number 92, C, carries -0.184; number 93, O, carries -0.201; number 94, S, carries 0.744; number 95, O, carries -0.221; number 96, O, carries -0.245; number 97, O, carries -0.181; number 98, H, carries 0.104; number 99, H, carries 0.121